No. 1
Density functional theory data (wB97M-V/def2-TZVPD) for 4 unconnected molecules or ions with the total composition C12H14N4O2.

CARTESIAN COORDINATES (ANGSTROEM)
O 22.8425 -2.7913 -23.6361
N 21.6360 -2.8952 -23.7511
O 21.0661 -3.4579 -24.6656
C 20.7842 -2.2537 -22.7309
C 19.6392 -2.9064 -22.3182
C 18.8068 -2.2258 -21.4630
C 19.1097 -0.9386 -21.0285
C 20.2776 -0.3277 -21.4489
C 21.1393 -0.9962 -22.3020
H 19.4221 -3.9041 -22.6729
H 17.9633 -2.7375 -21.0161
H 18.4222 -0.4694 -20.3377
H 20.5462 0.6776 -21.1496
H 22.0384 -0.5006 -22.6371
C 14.0173 0.0209 -19.0841
C 14.9105 -0.9572 -19.7061
N 15.6109 -1.7230 -20.1915
H 14.4407 0.3147 -18.1227
H 13.0411 -0.4196 -18.9032
H 13.9459 0.9062 -19.7100
C 18.7157 -4.9300 -26.4311
C 18.2313 -3.8144 -27.2449
N 17.8438 -2.9431 -27.8816
H 18.5433 -4.7611 -25.3745
H 19.7826 -5.0485 -26.6114
H 18.2032 -5.8303 -26.7696
C 18.8717 -8.7455 -22.8534
C 19.1951 -7.3583 -23.1756
N 19.4437 -6.2681 -23.4279
H 18.6664 -8.8131 -21.7862
H 19.6705 -9.4119 -23.1571
H 17.9457 -9.0107 -23.3657

Output
relative energy (zero: lowest compared OMol25 entry of this formula, charge and spin)	4.3895	eV
orbital gap	9.91	eV
structure (SMILES)	O=[N+]([O-])c1ccccc1.CC#N.CC#N.CC#N
spin multiplicity	1
HOMO level	-9.6166	eV

Results of the Mulliken charge analysis, in e, for atoms 1 through 4:
1 O -0.560
2 N 0.861
3 O -0.523
4 C 0.518

No. 2
Density functional theory data (wB97M-V/def2-TZVPD) for a gas-phase ion, C12H14NO (charge +1) at a distorted geometry.

CARTESIAN COORDINATES (ANGSTROEM)
C -3.3255 -1.5316 0.1173
C -3.4817 -0.1985 -0.0357
C -2.1420 -2.2556 -0.0567
C -2.0608 1.9293 -0.4002
C -2.3209 0.5736 -0.4857
C -0.9300 -1.5742 -0.3276
C -1.2537 -0.2764 -0.5911
C -0.7107 2.3796 -0.2039
C 0.4168 1.5104 0.3323
C 1.2993 -0.8482 -0.2328
C 2.1213 -0.8974 1.0803
C 2.1258 -1.2519 -1.5347
N 0.6880 0.4197 -0.5852
O 0.3009 -1.9248 -0.1631
H -4.1427 -2.0905 0.6690
H -4.3126 0.3529 0.1761
H -2.1951 -3.3007 0.2895
H -2.8839 2.6570 -0.2931
H -0.4251 2.7538 -1.2257
H -0.9295 3.2467 0.2554
H 1.3206 2.1805 0.4562
H 0.3278 1.2021 1.3966
H 2.9255 -0.0608 0.9987
H 2.6340 -1.7573 1.3462
H 1.6165 -0.6924 2.0835
H 1.8994 -2.2087 -1.8278
H 3.1902 -1.1156 -1.3291
H 1.7862 -0.5622 -2.2643

Output
relative energy (zero: lowest compared OMol25 entry of this formula, charge and spin)	3.8443	eV
orbital gap (spin up / spin down)	6.29 / 6.29	eV
spin multiplicity	1
HOMO level (spin up / spin down)	-12.6445 / -12.6445	eV
charge	+1

Results of the Mulliken charge analysis, in e, for atoms 1 through 4:
1 C -0.543
2 C -0.801
3 C -0.533
4 C -0.298

No. 3
Density functional theory data (wB97M-V/def2-TZVPD) for 2 unconnected molecules or ions with the total composition C12H14NO2 at a distorted geometry.

CARTESIAN COORDINATES (ANGSTROEM)
C -1.4603 0.5877 -3.8726
C 0.5257 0.2357 -0.7228
C 0.4808 0.4540 -2.1198
C -0.8880 0.3046 -2.5116
C -1.5805 0.2148 -1.3304
C 1.7242 0.0075 -0.0668
C 2.8886 -0.0352 -0.8179
C 2.8679 0.3001 -2.1710
C 1.6874 0.5924 -2.8222
N -0.7518 0.1232 -0.2629
H 1.8029 -0.1315 1.0016
H 3.7608 -0.4538 -0.3374
H -1.1002 -0.0641 0.7195
H 3.7790 0.3320 -2.7552
H -2.6532 0.3844 -1.2742
H 1.6766 0.7793 -3.8892
H -1.6560 1.6459 -4.0646
H -2.4077 0.0509 -3.9538
H -0.7392 0.2692 -4.6291
C 0.0907 -0.7208 3.2003
C 0.4614 0.7647 3.2187
C -1.4261 -0.9739 2.9908
O -1.8515 -0.9919 1.7897
O -2.0936 -1.1943 4.0105
H 0.5397 -1.1969 2.3258
H 0.3434 -1.2179 4.1366
H -0.1666 1.2952 2.5075
H 1.5272 0.9175 3.0426
H 0.2936 1.2110 4.2041

Output
relative energy (zero: lowest compared OMol25 entry of this formula, charge and spin)	0.2739	eV
orbital gap	7.86	eV
spin multiplicity	1
HOMO level	-4.5610	eV
charge	-1

Results of the Mulliken charge analysis, in e, for atoms 1 through 4:
1 C -1.359
2 C 0.251
3 C 0.480
4 C 0.572

No. 4
Density functional theory data (wB97M-V/def2-TZVPD) for a gas-phase ion, C12H14NO2 (charge +1) at a distorted geometry.

CARTESIAN COORDINATES (ANGSTROEM)
C 0.3741 1.2495 1.8948
C -0.0617 -0.1776 1.7306
C 0.8916 -0.8615 0.8423
N 2.0025 -1.2910 1.4418
C 3.0817 -1.9358 0.8163
C 0.6941 -0.5856 -0.5500
O 1.8028 -0.6935 -1.3044
C -0.5117 0.0004 -1.0607
C -0.3517 1.1779 -1.7259
C -1.2592 2.1338 -2.0370
C -2.5655 1.8925 -1.4905
C -2.8929 0.6674 -0.9817
C -1.9071 -0.3926 -0.8696
C -2.6007 -1.5406 -0.9942
O -3.3194 -2.4267 -0.7932
H 0.3875 1.6174 0.9213
H 1.4042 1.3259 2.3705
H -0.2197 1.8313 2.5043
H -0.9719 -0.1671 1.1376
H -0.1771 -0.6960 2.6352
H 1.7851 -1.5591 2.4192
H 3.0737 -2.1698 -0.2861
H 3.9763 -1.4165 1.1613
H 3.1628 -2.9543 1.2378
H 1.6760 -0.2361 -2.1367
H 0.7216 1.3313 -2.1718
H -0.8784 2.8972 -2.7536
H -3.3989 2.6709 -1.4579
H -3.9182 0.3082 -0.4994

Output
relative energy (zero: lowest compared OMol25 entry of this formula, charge and spin)	2.0583	eV
orbital gap (spin up / spin down)	5.64 / 6.65	eV
structure (SMILES)	CCC(=[NH+]/C)/C(O)=c1/ccccc1=C=O
spin multiplicity	1
HOMO level (spin up / spin down)	-10.8796 / -11.5753	eV
charge	+1

Results of the Mulliken charge analysis, in e, for atoms 1 through 4:
1 C -1.087
2 C -0.596
3 C 0.143
4 N -0.120

No. 5
Density functional theory data (wB97M-V/def2-TZVPD) for C12H14O3 in the gas phase at a distorted geometry.

CARTESIAN COORDINATES (ANGSTROEM)
C 0.9458 4.1828 3.3827
C 0.6882 2.9686 2.5448
C 1.7058 1.9993 2.4017
C 1.6291 0.7825 1.5912
C 2.6460 -0.1574 1.5715
C 2.5422 -1.4086 0.8418
O 3.4727 -2.1983 0.9880
O 1.4917 -1.4993 -0.0085
C 0.8810 -2.6936 -0.0815
O 1.1551 -3.7107 0.5436
C -0.4012 -2.7184 -0.7904
C -0.8058 -1.6951 -1.6264
C -2.0567 -1.7904 -2.3631
C -2.3879 -0.8012 -3.2081
C -3.6524 -0.8249 -4.0073
H 0.3744 4.1311 4.3341
H 2.0035 4.3116 3.6400
H 0.6222 5.0575 2.7902
H -0.2786 2.8300 2.0545
H 2.6502 2.1140 2.9486
H 0.7448 0.6205 0.9621
H 3.5372 -0.0142 2.1593
H -1.0698 -3.5364 -0.6602
H -0.1574 -0.8341 -1.7717
H -2.7067 -2.6632 -2.2038
H -1.6813 0.0369 -3.3332
H -4.4433 -0.2659 -3.4757
H -4.0220 -1.8442 -4.2328
H -3.4269 -0.3789 -4.9916

Output
relative energy (zero: lowest compared OMol25 entry of this formula, charge and spin)	2.8420	eV
orbital gap	8.49	eV
structure (SMILES)	C/C=C/C=C/C(=O)OC(=O)/C=C/C=C/C
spin multiplicity	1
HOMO level	-8.8179	eV

Results of the Mulliken charge analysis, in e, for atoms 1 through 4:
1 C -1.089
2 C -0.027
3 C -0.351
4 C -0.006

No. 6
Density functional theory data (wB97M-V/def2-TZVPD) for a gas-phase ion, C12H14P (charge +1) at a distorted geometry.

CARTESIAN COORDINATES (ANGSTROEM)
C -2.4873 -1.9886 -1.7418
C -1.2053 -1.8406 -2.1840
C -2.9494 -1.2767 -0.6278
C -0.3263 -1.2061 -1.3740
C -2.0426 -0.3758 -0.0686
C -0.7671 -0.3381 -0.4272
C -0.2127 0.9374 3.0502
C 2.1112 -1.5910 0.7748
C 1.3412 2.1332 -2.0181
C -0.0384 1.5828 1.8776
C 1.9959 -0.2974 0.8933
C 1.3291 2.0557 -0.7212
P 0.5231 0.6281 0.4286
H -3.0779 -2.6809 -2.2602
H -0.8971 -2.3959 -3.1056
H -3.8474 -1.4763 -0.3009
H 0.8286 -1.1589 -1.5644
H -2.4405 0.3398 0.7794
H -0.5084 1.5716 3.9948
H -0.1589 -0.1463 3.1416
H 3.0005 -2.1400 1.2288
H 1.3334 -2.1601 0.3685
H 1.8273 3.0553 -2.5338
H 0.8427 1.3927 -2.6457
H -0.0503 2.6473 1.8760
H 2.7359 0.2624 1.2389
H 1.8182 3.0102 -0.2334

Output
relative energy (zero: lowest compared OMol25 entry of this formula, charge and spin)	0.0000	eV
orbital gap	10.00	eV
spin multiplicity	1
HOMO level	-13.3251	eV
charge	+1

Results of the Mulliken charge analysis, in e, for atoms 1 through 4:
1 C -0.310
2 C -0.902
3 C -0.907
4 C -0.350

No. 7
Density functional theory data (wB97M-V/def2-TZVPD) for a molecular structure, C12H15B3F21O6Sn2 at a distorted geometry.

CARTESIAN COORDINATES (ANGSTROEM)
Sn 0.0269 3.2200 2.2653
Sn 2.3438 0.8549 -2.0604
B 0.1907 0.4502 0.3702
F -0.4763 0.3782 1.5514
F -0.2376 1.5220 -0.4186
F 1.5095 0.7066 0.6759
F 0.0779 -0.6361 -0.4633
B 1.4424 4.3022 -0.8982
F 0.3360 4.6893 -0.1830
F 1.1296 3.6076 -2.0113
F 2.1584 5.3825 -1.1840
F 2.0864 3.4955 -0.0364
B 3.5027 2.6217 3.2180
F 4.1598 1.4256 3.3891
F 4.3636 3.6603 3.3100
F 3.1421 2.6558 1.8764
F 2.4792 2.7235 4.1475
C 2.1314 -2.3052 1.9939
C 3.3310 -1.3658 2.2345
O 4.5411 -1.9834 1.8181
C 4.9273 -1.7688 0.5269
O 4.3700 -0.9443 -0.1985
C 6.1849 -2.5221 0.0375
F 5.7919 -3.6679 -0.6691
F 6.8663 -1.7739 -0.8526
F 7.0261 -2.8799 1.1030
H 2.2550 -3.3131 2.3902
H 2.0510 -2.4043 0.9114
H 1.2099 -1.7980 2.2799
H 3.3492 -1.2191 3.3144
H 3.2632 -0.3553 1.8317
C -2.1904 -3.1633 -4.0711
C -1.5512 -1.9283 -3.4402
O -2.2412 -0.7362 -3.6695
C -1.6418 0.4349 -3.6545
O -0.4234 0.5563 -3.4726
C -2.6231 1.6444 -3.9055
F -2.0579 2.4227 -4.8384
F -3.8574 1.2005 -4.1940
F -2.7002 2.3948 -2.7819
H -2.1190 -2.8948 -5.1251
H -3.1670 -3.4530 -3.6832
H -1.5447 -3.9745 -3.7349
H -0.5706 -1.9120 -3.9158
H -1.4122 -1.9178 -2.3591
C -3.4889 -1.9359 0.3255
C -3.4572 -0.4652 0.5208
O -4.1725 -0.1610 1.7338
C -4.0792 0.9908 2.4419
O -3.1126 1.8055 2.4378
C -5.3002 1.3363 3.3176
F -5.1087 2.4373 4.0609
F -6.3745 1.5011 2.4756
F -5.5063 0.2835 4.1415
H -4.4303 -2.2893 -0.0952
H -3.3663 -2.5227 1.2359
H -2.6937 -2.2735 -0.3391
H -3.9404 0.0669 -0.2987
H -2.4028 -0.2063 0.6178

Output
relative energy (zero: lowest compared OMol25 entry of this formula, charge and spin)	3.4730	eV
orbital gap	6.53	eV
spin multiplicity	1
HOMO level	-13.6683	eV
charge	+1

Results of the Mulliken charge analysis, in e, for atoms 1 through 4:
1 Sn 1.702
2 Sn 1.696
3 B -0.066
4 F -0.305